(1)
Below is one molecule with the formula C3H4N2O2, with properties calculated with ωB97M-V/def2-TZVPD.

```
! wB97M-V def2-TZVPD RIJCOSX def2/J DEFGRID3
* xyz 0 1
C 1.135 -0.693 0.683
N 0.071 0.003 -0.002
N 0.513 0.640 -1.374
C -0.709 0.268 -1.454
O -1.719 0.950 -0.540
C -0.998 0.734 0.568
O -1.217 0.970 1.718
H 1.336 -1.661 0.218
H 2.038 -0.078 0.671
H 0.789 -0.836 1.709
H -1.257 -0.305 -2.205
*
```

As for the HOMO energy: -9.27 eV. The value obtained for the energy is -10246.899 eV. As for the energy relative to the best compared isomer or geometry (same formula, charge and spin): 123.7 kcal per mole.

=====

(2)
Below is one molecule with the formula C3H4N2O2, with properties calculated with ωB97M-V/def2-TZVPD.

```
! wB97M-V def2-TZVPD RIJCOSX def2/J DEFGRID3
* xyz 0 1
C 0.530 1.492 -0.487
N 0.223 0.145 -0.022
N 0.238 -0.987 -0.862
C -0.604 -1.864 -0.343
O -1.305 -1.664 0.685
C -0.106 0.035 1.213
O -0.215 0.243 2.349
H 1.587 1.645 -0.696
H -0.062 1.711 -1.389
H 0.303 2.080 0.406
H -0.590 -2.835 -0.853
*
```

As for the HOMO energy: -9.07 eV. The value obtained for the energy is -10248.579 eV. As for the energy relative to the best compared isomer or geometry (same formula, charge and spin): 85.0 kcal per mole.

=====

(3)
Below is one molecule with the formula C3H4N2O2, with properties calculated with ωB97M-V/def2-TZVPD.

```
! wB97M-V def2-TZVPD RIJCOSX def2/J DEFGRID3
* xyz 0 1
O -2.578 0.360 -0.473
C -1.392 0.079 -0.469
N -0.319 0.954 -0.315
C 0.885 0.250 -0.296
O 2.078 0.837 -0.049
C 0.611 -1.049 -0.494
N -0.787 -1.149 -0.606
H -0.476 1.914 -0.055
H 2.112 1.707 -0.465
H 1.272 -1.896 -0.574
H -1.323 -1.996 -0.681
*
```

As for the HOMO energy: -7.93 eV. Its structure (SMILES) is O=c1[nH]cc(O)[nH]1. The value obtained for the energy is -10251.179 eV. As for the energy relative to the best compared isomer or geometry (same formula, charge and spin): 25.1 kcal per mole.

=====

(4)
Below is one molecule with the formula C3H4N2O2, with properties calculated with ωB97M-V/def2-TZVPD.

```
! wB97M-V def2-TZVPD RIJCOSX def2/J DEFGRID3
* xyz 0 1
C 1.766 -0.105 -0.050
C 1.193 1.048 0.109
C -0.275 0.800 0.008
H -2.013 -0.281 -0.379
H 0.940 -1.998 0.452
H 2.773 -0.264 -0.156
H 2.000 1.741 0.039
N -0.278 -0.597 0.096
N 0.891 -1.200 -0.138
O -1.696 -1.202 0.033
O -1.316 1.566 -0.041
*
```

As for the HOMO energy: -9.06 eV. Its structure (SMILES) is O=c1cc[nH]n1O. The value obtained for the energy is -10246.580 eV. As for the energy relative to the best compared isomer or geometry (same formula, charge and spin): 131.1 kcal per mole.

=====

(5)
Below is a 2-piece molecular cluster, C3H4N2O2S overall, with properties calculated with ωB97M-V/def2-TZVPD.

```
! wB97M-V def2-TZVPD RIJCOSX def2/J DEFGRID3
* xyz 0 1
C 0.319 -0.091 0.592
C -1.042 -0.704 0.688
C 0.540 0.942 -0.200
N -3.168 0.837 -2.241
N -3.294 1.708 -1.483
O -4.075 2.381 -0.893
O -2.081 -0.126 0.390
S -2.430 -0.173 -3.160
H 1.106 -0.318 1.157
H -1.136 -1.717 1.018
H -0.217 1.338 -0.810
H 1.306 1.509 -0.009
*
```

As for the HOMO energy: -8.85 eV. Its structure (SMILES) is C=CC=O.O=NN=S. The value obtained for the energy is -21080.091 eV. As for the energy relative to the best compared isomer or geometry (same formula, charge and spin): 155.4 kcal per mole.

=====

(6)
Below is one molecule with the formula C3H4N2O3, with properties calculated with ωB97M-V/def2-TZVPD.

```
! wB97M-V def2-TZVPD RIJCOSX def2/J DEFGRID3
* xyz 0 1
C 0.169 -0.060 -0.652
C 0.245 -1.875 0.721
C 0.014 0.394 0.549
H -0.779 0.818 -2.303
H 1.006 0.110 -2.586
H 0.215 1.882 1.883
H -1.385 1.666 1.263
N 0.295 0.612 -1.839
N -0.327 1.646 1.107
O 0.331 -1.452 -0.643
O 0.232 -3.018 1.040
O -0.014 -0.724 1.461
*
```

As for the HOMO energy: -9.01 eV. Its structure (SMILES) is Nc1oc(=O)oc1N. The value obtained for the energy is -12297.112 eV. As for the energy relative to the best compared isomer or geometry (same formula, charge and spin): 43.4 kcal per mole.

=====

(7)
Below is one molecule with the formula C3H4N2O3, with properties calculated with ωB97M-V/def2-TZVPD.

```
! wB97M-V def2-TZVPD RIJCOSX def2/J DEFGRID3
* xyz 0 1
C -0.826 1.368 -0.394
C 0.198 -0.941 0.300
C 1.584 -1.620 0.493
H -2.742 1.428 -0.117
H -2.072 -0.255 -0.020
H 1.184 0.737 -0.070
H 1.447 -2.603 0.889
N -2.025 0.743 -0.292
N 0.256 0.389 -0.218
O -0.567 2.566 -0.621
O -0.866 -1.598 0.392
O 2.536 -0.977 0.291
*
```

As for the HOMO energy: -10.54 eV. Its structure (SMILES) is NC(=O)NC(=O)C=O. The value obtained for the energy is -12298.669 eV. As for the energy relative to the best compared isomer or geometry (same formula, charge and spin): 7.5 kcal per mole.

=====

(8)
Below is C3H4N2O3 as an isolated structure, with properties calculated with ωB97M-V/def2-TZVPD.

```
! wB97M-V def2-TZVPD RIJCOSX def2/J DEFGRID3
* xyz 0 1
C 0.449 0.783 -0.324
C -0.431 1.572 0.132
C 0.200 -0.547 0.115
H 2.084 0.217 -1.546
H -0.560 2.725 0.005
H -0.980 -2.235 0.930
H 0.815 -1.304 -1.375
N -0.458 -0.319 1.394
N 0.336 -1.652 -0.458
O 1.136 1.124 -1.407
O -1.220 0.911 0.911
O -1.371 -1.275 1.622
*
```

As for the HOMO energy: -8.67 eV. The value obtained for the energy is -12290.540 eV. As for the energy relative to the best compared isomer or geometry (same formula, charge and spin): 195.0 kcal per mole.

=====

(9)
Below is one molecule with the formula C3H4N2O3, with properties calculated with ωB97M-V/def2-TZVPD.

```
! wB97M-V def2-TZVPD RIJCOSX def2/J DEFGRID3
* xyz 0 1
C 0.812 0.470 0.109
C 0.947 -0.642 0.926
C -0.968 -0.923 -0.167
H -0.680 1.517 -2.048
H -2.043 1.213 -1.173
H 1.562 1.236 -0.216
H 2.201 -0.561 2.312
N -1.022 1.400 -1.117
N -0.328 0.265 -0.667
O 1.644 -1.206 1.907
O -0.153 -1.386 0.776
O -1.972 -1.382 -0.641
*
```

As for the HOMO energy: -8.11 eV. Its structure (SMILES) is Nn1cc(O)oc1=O. The value obtained for the energy is -12296.617 eV. As for the energy relative to the best compared isomer or geometry (same formula, charge and spin): 54.8 kcal per mole.

=====

(10)
Below is one molecule with the formula C3H4N2O3, with properties calculated with ωB97M-V/def2-TZVPD.

```
! wB97M-V def2-TZVPD RIJCOSX def2/J DEFGRID3
* xyz 0 1
C -0.647 1.517 -0.069
C 0.079 -0.868 -0.281
C 1.604 -0.854 0.216
H -2.137 -1.491 0.227
H -1.629 1.817 0.114
H 1.273 1.835 -0.158
H 1.828 -1.785 0.838
N -0.781 0.064 -0.110
N 0.343 2.335 -0.143
O -2.112 -0.457 -0.075
O -0.260 -2.004 -0.285
O 2.440 -0.111 -0.273
*
```

As for the HOMO energy: -10.16 eV. Its structure (SMILES) is [H]/N=C\N(O)C(=O)C=O. The value obtained for the energy is -12294.445 eV. As for the energy relative to the best compared isomer or geometry (same formula, charge and spin): 104.9 kcal per mole.

=====

(11)
Below is one molecule with the formula C3H4N2O3, with properties calculated with ωB97M-V/def2-TZVPD.

```
! wB97M-V def2-TZVPD RIJCOSX def2/J DEFGRID3
* xyz 0 1
C -0.243 0.899 0.437
C -1.372 0.161 -0.251
C 0.541 -0.871 -0.918
H -0.343 1.116 1.472
H -0.141 1.870 -0.039
H -1.917 -0.510 0.468
H -2.247 0.745 -0.593
N 1.776 -0.129 1.145
N 0.817 -0.002 0.194
O 2.536 -1.025 0.865
O -0.720 -0.617 -1.321
O 1.312 -1.637 -1.460
*
```

As for the HOMO energy: -9.89 eV. Its structure (SMILES) is O=NN1CCOC1=O. The value obtained for the energy is -12295.795 eV. As for the energy relative to the best compared isomer or geometry (same formula, charge and spin): 73.8 kcal per mole.

=====

(12)
Below is one molecule with the formula C3H4N2O3, with properties calculated with ωB97M-V/def2-TZVPD.

```
! wB97M-V def2-TZVPD RIJCOSX def2/J DEFGRID3
* xyz 0 1
C -0.682 -0.592 -0.143
C 1.335 -1.487 0.429
C 0.077 1.738 -0.048
H -2.564 -0.921 0.001
H 1.575 -2.271 -0.363
H 2.066 -1.586 1.325
H 1.165 2.218 0.019
N -1.906 -0.240 -0.520
N 0.390 0.342 -0.311
O -0.038 -1.636 0.649
O 1.592 -0.190 -0.039
O -1.055 2.313 -0.184
*
```

As for the HOMO energy: -9.62 eV. Its structure (SMILES) is [H]/N=C1\OCON1C=O. The value obtained for the energy is -12294.298 eV. As for the energy relative to the best compared isomer or geometry (same formula, charge and spin): 108.3 kcal per mole.

=====

(13)
Below is one molecule with the formula C3H4N2O3, with properties calculated with ωB97M-V/def2-TZVPD.

```
! wB97M-V def2-TZVPD RIJCOSX def2/J DEFGRID3
* xyz 0 1
C 2.500 0.212 -0.035
C 0.261 -0.369 -0.087
C -1.701 0.660 0.236
H 2.236 1.425 -0.135
H -0.906 -2.219 -0.324
H -1.844 0.671 1.380
H -2.407 1.455 -0.155
N 1.479 -0.757 -0.068
N -0.853 -1.205 0.106
O 3.593 -0.191 -0.095
O -2.073 -0.562 -0.404
O -0.284 0.881 -0.419
*
```

As for the HOMO energy: -9.96 eV. Its structure (SMILES) is O=C/N=C1/NOCO1. The value obtained for the energy is -12294.525 eV. As for the energy relative to the best compared isomer or geometry (same formula, charge and spin): 103.1 kcal per mole.

=====

(14)
Below is one molecule with the formula C3H4N2O3, with properties calculated with ωB97M-V/def2-TZVPD.

```
! wB97M-V def2-TZVPD RIJCOSX def2/J DEFGRID3
* xyz 0 1
C 0.222 -0.256 -0.227
C -0.916 0.041 0.412
C 0.493 0.871 -1.048
H 1.830 -1.390 0.789
H 1.550 -1.574 -0.825
H -0.713 -1.588 1.040
H -1.658 1.945 0.941
N 1.007 -1.459 0.203
N -1.552 1.291 0.023
O -1.332 -0.837 1.120
O -0.378 1.822 -0.644
O 1.448 1.135 -1.784
*
```

As for the HOMO energy: -9.02 eV. Its structure (SMILES) is Nc1c(O)[nH]oc1=O. The value obtained for the energy is -12294.663 eV. As for the energy relative to the best compared isomer or geometry (same formula, charge and spin): 99.9 kcal per mole.

=====

(15)
Below is one molecule with the formula C3H4N2O3, with properties calculated with ωB97M-V/def2-TZVPD.

```
! wB97M-V def2-TZVPD RIJCOSX def2/J DEFGRID3
* xyz 0 1
C 0.939 0.145 -0.147
C 0.041 1.146 -0.004
C -1.341 0.673 -0.201
H 2.590 0.833 0.462
H 2.561 -0.849 0.607
H -0.013 2.353 0.175
H -1.900 -2.432 0.044
N 2.317 -0.028 -0.012
N -1.167 -0.758 -0.654
O -2.370 1.229 -0.164
O -1.834 -1.339 0.535
O 0.177 -0.972 -0.641
*
```

As for the HOMO energy: -9.39 eV. Its structure (SMILES) is Nc1cc(=O)n(O)o1. The value obtained for the energy is -12293.399 eV. As for the energy relative to the best compared isomer or geometry (same formula, charge and spin): 129.1 kcal per mole.

=====

(16)
Below is one molecule with the formula C3H4N2O3, with properties calculated with ωB97M-V/def2-TZVPD.

```
! wB97M-V def2-TZVPD RIJCOSX def2/J DEFGRID3
* xyz 0 1
C -0.508 0.543 0.714
C 0.743 0.865 0.197
C 0.818 0.165 -1.093
H -2.332 -2.203 0.445
H -0.763 -2.004 1.056
H -0.975 0.823 1.546
H 2.388 1.916 -0.258
N -1.339 -1.507 0.431
N -1.159 -0.281 -0.180
O 1.689 1.847 0.315
O 1.709 0.339 -1.931
O -0.270 -0.503 -1.243
*
```

As for the HOMO energy: -9.20 eV. Its structure (SMILES) is Nn1cc(O)c(=O)o1. The value obtained for the energy is -12293.776 eV. As for the energy relative to the best compared isomer or geometry (same formula, charge and spin): 120.4 kcal per mole.

=====

(17)
Below is a 2-piece molecular cluster, C3H4N2O3 overall, with properties calculated with ωB97M-V/def2-TZVPD.

```
! wB97M-V def2-TZVPD RIJCOSX def2/J DEFGRID3
* xyz 0 1
C 0.919 0.511 -0.025
C -0.590 -0.955 -0.195
C -1.198 0.260 0.156
H 2.629 1.895 -0.203
H 2.944 -0.062 0.635
H -0.784 -2.652 -0.907
H -2.851 0.740 0.916
N 2.162 1.028 0.120
N 0.661 -0.730 -0.416
O -1.337 -2.102 -0.230
O -2.413 0.782 0.113
O -0.141 1.286 0.035
*
```

As for the HOMO energy: -7.43 eV. The value obtained for the energy is -12294.585 eV. As for the energy relative to the best compared isomer or geometry (same formula, charge and spin): 101.7 kcal per mole.

=====

(18)
Below is one molecule with the formula C3H4N2O3, with properties calculated with ωB97M-V/def2-TZVPD.

```
! wB97M-V def2-TZVPD RIJCOSX def2/J DEFGRID3
* xyz 0 1
C 2.041 -0.169 0.082
C -0.391 -0.178 -0.076
C -1.574 0.503 -0.262
H 2.281 -1.242 -0.482
H 2.838 0.447 -0.045
H 2.039 -0.384 1.308
H -0.926 2.250 0.102
N -2.094 -1.568 -0.037
N -2.530 -0.385 -0.048
O 0.844 0.407 -0.444
O -0.686 -1.429 -0.130
O -1.841 1.747 0.032
*
```

As for the HOMO energy: -8.99 eV. Its structure (SMILES) is COc1onnc1O. The value obtained for the energy is -12293.982 eV. As for the energy relative to the best compared isomer or geometry (same formula, charge and spin): 115.6 kcal per mole.

=====

(19)
Below is one molecule with the formula C3H4N2O4, with properties calculated with ωB97M-V/def2-TZVPD.

```
! wB97M-V def2-TZVPD RIJCOSX def2/J DEFGRID3
* xyz 0 1
C 1.229 0.014 -1.282
C -0.329 0.946 0.682
C 0.401 -0.250 0.743
N -0.683 1.255 -0.777
N -0.405 -1.457 0.583
O 0.067 -2.584 0.656
O 2.235 -0.454 -1.717
O -1.582 -1.201 0.414
O 0.330 0.823 -1.719
H -1.274 0.703 1.209
H 0.206 1.846 0.968
H 1.380 -0.372 1.309
H -1.574 0.731 -1.068
*
```

As for the HOMO energy: -10.02 eV. The value obtained for the energy is -14339.229 eV. As for the energy relative to the best compared isomer or geometry (same formula, charge and spin): 172.2 kcal per mole.

=====

(20)
Below is one molecule with the formula C3H4N2O5, with properties calculated with ωB97M-V/def2-TZVPD.

```
! wB97M-V def2-TZVPD RIJCOSX def2/J DEFGRID3
* xyz 0 1
C 0.300 0.418 1.500
C 1.144 0.009 -0.851
C -0.065 -0.008 0.068
N -0.671 -1.390 0.051
N -1.136 0.960 -0.438
O 0.856 1.441 1.742
O -0.329 -2.134 0.928
O -1.404 -1.629 -0.868
O -2.165 0.928 0.179
O -0.849 1.662 -1.358
H 0.000 -0.317 2.265
H 0.839 -0.187 -1.877
H 1.615 0.989 -0.805
H 1.866 -0.743 -0.537
*
```

As for the HOMO energy: -11.27 eV. Its structure (SMILES) is CC(C=O)([N+](=O)[O-])[N+](=O)[O-]. The value obtained for the energy is -16387.107 eV. As for the energy relative to the best compared isomer or geometry (same formula, charge and spin): 108.3 kcal per mole.

=====

Respective max |F| values: 0.60, 1.96, 0.40, 6.15, 5.48, 4.81, 3.77, 7.59, 3.78, 5.61, 2.55, 6.37, 4.36, 9.07, 7.05, 7.21, 6.92, 6.08, 6.11, 1.09 eV/Å.
Respective HOMO-LUMO gap values: 9.783, 9.648, 8.426, 9.765, 7.934, 9.479, 9.666, 8.245, 8.548, 9.876, 9.905, 10.135, 10.502, 9.424, 9.645, 9.634, 7.607, 9.214, 9.284, 10.699 eV.